1.
C16H20N2O4 | wB97M-V/def2-TZVPD

```
42
C16H20N2O4 | the Open Molecules 2025 dataset | wB97M-V/def2-TZVPD
C -1.198 -1.144 -2.353
C -1.148 -2.076 -1.238
H -2.126 -1.946 -0.781
H -1.027 -3.136 -1.541
O -0.294 -1.814 -0.442
C -0.562 -2.044 1.037
O -1.496 -2.770 1.563
C 0.521 -1.280 1.740
H 0.741 -1.946 2.589
H 1.459 -1.124 1.250
C -0.093 0.206 2.457
N -0.480 1.038 1.302
C 0.449 1.676 0.656
N -0.161 2.589 -0.146
C -1.467 1.982 -0.353
C -2.594 2.286 -0.931
C -3.671 1.471 -0.818
C -3.876 0.606 0.203
C -2.688 0.438 0.897
C -1.627 1.053 0.889
H -2.956 -0.433 1.630
H -4.903 0.245 0.390
H -4.560 1.968 -1.445
H -2.479 3.124 -1.644
C 1.847 2.281 0.877
C 2.897 1.421 0.166
O 3.954 1.567 -0.023
O 2.280 0.496 -0.415
C 2.935 -0.448 -1.215
C 3.962 -1.456 -0.568
H 4.494 -1.862 -1.439
H 3.315 -2.141 -0.168
H 4.666 -0.858 0.025
H 2.253 -1.043 -1.974
H 3.573 0.220 -1.924
H 2.122 1.993 2.175
H 2.084 3.186 0.866
H 0.696 0.478 3.381
H -0.957 -0.173 3.026
H -1.548 0.010 -2.034
H -0.191 -1.273 -2.751
H -2.146 -1.368 -2.917
```

- Energy: -1031.73616 Eh
- LUMO level: 0.20 eV

Partial charges, Löwdin, in e: -0.05, -0.54, 0.12, 0.15, -0.02, -0.25, 0.06, -0.02, 0.11, 0.08, 0.02, -0.03, -0.25, 0.18, -0.14, -0.11, -0.14, -0.07, -0.10, -0.27, 0.15, 0.13, 0.15, 0.14, 0.07, -0.69, 0.24, -0.01, -0.20, -0.04, 0.09, 0.03, 0.08, 0.15, 0.14, 0.21, 0.03, 0.17, 0.11, 0.14, 0.07, 0.10



2.
C16H20N2O5S | wB97M-V/def2-TZVPD

```
44
C16H20N2O5S | the Open Molecules 2025 dataset | wB97M-V/def2-TZVPD
C -5.934 -1.600 -0.443
C -5.153 -1.882 0.837
O -4.497 -0.735 1.340
C -3.354 -0.294 0.749
C -2.825 0.890 1.264
C -1.667 1.437 0.753
C -0.985 0.809 -0.289
C -1.501 -0.381 -0.790
C -2.671 -0.923 -0.285
H -3.024 -1.849 -0.711
H -0.996 -0.910 -1.580
N 0.172 1.399 -0.827
S 1.171 2.320 0.157
O 1.108 1.848 1.508
O 2.464 2.361 -0.463
C 0.465 3.988 0.043
H -0.558 3.917 -0.300
H 0.515 4.446 1.024
H 1.072 4.537 -0.666
C 0.801 0.810 -1.983
C 1.477 -0.544 -1.734
O 1.646 -1.341 -2.633
N 1.847 -0.759 -0.458
H 1.744 -0.028 0.230
C 2.673 -1.880 -0.082
C 4.004 -1.419 0.424
C 4.596 -0.192 0.415
C 5.856 -0.363 1.044
C 5.930 -1.675 1.387
O 4.810 -2.326 1.017
H 6.690 -2.251 1.876
H 6.596 0.392 1.213
H 4.192 0.719 0.020
H 2.792 -2.503 -0.977
H 2.173 -2.476 0.691
H 1.588 1.497 -2.301
H 0.079 0.709 -2.798
H -1.278 2.338 1.192
H -3.345 1.372 2.076
H -4.441 -2.702 0.688
H -5.843 -2.168 1.636
H -6.658 -0.808 -0.266
H -5.269 -1.283 -1.243
H -6.461 -2.497 -0.756
```

- Energy: -1505.56439 Eh
- LUMO level: 0.44 eV
- SMILES: CCOc1ccc(N(CC(=O)NCc2ccco2)S(C)(=O)=O)cc1

Partial charges, Löwdin, in e: -0.06, -0.25, -0.05, -0.27, 0.02, -0.03, -0.25, 0.00, -0.01, 0.11, 0.11, -0.18, 0.63, -0.27, -0.29, -0.10, 0.06, 0.07, 0.06, -0.10, -0.49, 0.07, 0.09, 0.10, -0.08, -0.25, -0.01, -0.06, -0.13, 0.05, 0.12, 0.10, 0.09, 0.13, 0.14, 0.13, 0.14, 0.09, 0.12, 0.12, 0.12, 0.08, 0.07, 0.08



3.
C16H20N2OS | wB97M-V/def2-TZVPD

```
40
C16H20N2OS | the Open Molecules 2025 dataset | wB97M-V/def2-TZVPD
C -2.387 -0.529 4.926
C -1.667 -0.012 4.122
C -0.800 0.597 3.120
N -0.815 -0.315 1.972
C -0.158 -0.194 0.799
S 0.868 1.044 0.429
N -0.386 -1.240 -0.058
C 0.063 -1.389 -1.373
C 0.139 -0.320 -2.256
C 0.586 -0.513 -3.560
C 0.937 -1.791 -3.989
C 0.815 -2.862 -3.122
C 0.385 -2.668 -1.823
H 0.300 -3.510 -1.149
H 1.062 -3.858 -3.458
H 1.275 -1.961 -4.999
C 0.633 0.678 -4.451
O -0.047 1.655 -4.237
C 1.572 0.599 -5.630
H 1.154 -0.067 -6.382
H 1.686 1.588 -6.067
H 2.542 0.215 -5.323
H -0.142 0.675 -1.952
H -0.752 -2.089 0.355
H -1.431 -1.108 2.081
C 0.619 0.735 3.705
C 1.274 -0.614 3.971
H 0.647 -1.227 4.616
H 2.234 -0.468 4.460
H 1.449 -1.150 3.040
H 1.229 1.308 3.008
H 0.543 1.289 4.641
C -1.394 1.961 2.702
C -1.546 2.943 3.856
H -2.111 2.495 4.672
H -0.577 3.258 4.233
H -2.078 3.827 3.512
H -2.375 1.772 2.256
H -0.750 2.390 1.935
H -3.013 -0.965 5.647
```

- Energy: -1204.57794 Eh
- LUMO level: 0.46 eV
- SMILES: C#CC(CC)(CC)NC(=S)Nc1cccc(C(C)=O)c1

Partial charges, Löwdin, in e: 0.16, -0.09, -0.49, 0.06, -0.78, 0.76, 0.05, -0.25, 0.00, -0.15, -0.04, -0.08, -0.02, 0.11, 0.10, 0.11, -0.40, 0.10, -0.02, 0.09, 0.08, 0.09, 0.08, 0.14, 0.14, -0.21, -0.08, 0.07, 0.07, 0.07, 0.07, 0.12, -0.20, -0.09, 0.07, 0.07, 0.07, 0.12, 0.06, 0.03



4.
C16H20N3OSe5Si2V | wB97M-V/def2-TZVPD

```
48
C16H20N3OSe5Si2V | the Open Molecules 2025 dataset | wB97M-V/def2-TZVPD
V -0.483 -0.319 0.231
Se 1.250 -0.508 2.973
Se -0.188 -2.212 3.246
Se 0.221 -3.666 1.440
Se -0.854 -2.557 -0.330
C -1.617 2.253 -1.942
Si -0.965 0.499 -2.072
C -2.336 -0.500 -2.889
C 0.507 0.532 -3.268
C 0.159 0.823 -4.593
C 1.101 0.882 -5.610
C 2.437 0.647 -5.322
C 2.806 0.367 -4.015
C 1.866 0.307 -2.979
Si 2.507 -0.134 -1.284
C 2.941 -1.923 -1.159
C 3.855 0.975 -0.690
H -1.961 2.627 -2.912
H -0.837 2.920 -1.571
H -2.466 2.293 -1.251
H -2.680 -0.050 -3.827
H -3.193 -0.551 -2.212
H -2.014 -1.522 -3.106
H -0.881 1.010 -4.843
H 0.793 1.108 -6.624
H 3.183 0.680 -6.106
H 3.857 0.190 -3.798
H 3.854 -2.160 -1.710
H 2.127 -2.527 -1.563
H 3.087 -2.200 -0.111
H 4.779 0.823 -1.254
H 4.058 0.756 0.362
H 3.564 2.023 -0.776
Se -1.194 2.296 1.908
N -1.763 0.708 1.326
C -3.024 0.533 1.725
C -3.828 -0.617 1.485
C -5.094 -0.618 1.970
C -5.640 0.492 2.700
C -4.903 1.596 2.954
C -3.556 1.642 2.473
N -2.730 2.659 2.660
H -3.424 -1.459 0.939
H -5.717 -1.487 1.803
H -6.661 0.436 3.053
H -5.296 2.440 3.503
O 0.577 1.311 0.201
N 1.112 0.080 -0.234
```

- Energy: -14391.36889 Eh
- LUMO level (alpha / beta): -1.70 / -2.21 eV
- Multiplicity: 3
- Expectation value of S²: 2.038

Partial charges, Löwdin, in e: 0.11, 0.17, -0.02, 0.01, 0.16, -0.21, 0.56, -0.24, -0.25, -0.10, -0.08, -0.09, -0.10, -0.23, 0.47, -0.15, -0.15, 0.03, 0.03, 0.02, 0.02, 0.02, 0.02, 0.09, 0.10, 0.10, 0.10, 0.04, 0.02, 0.03, 0.03, 0.04, 0.04, 1.25, -0.34, -0.32, -0.01, -0.05, -0.07, -0.01, -0.36, -0.21, 0.08, 0.11, 0.11, 0.12, -0.50, -0.40



5.
C16H20N4O2 | wB97M-V/def2-TZVPD

```
42
C16H20N4O2 | the Open Molecules 2025 dataset | wB97M-V/def2-TZVPD
O 2.991 -1.816 0.329
C 2.352 -0.956 0.897
N 2.028 0.216 0.279
C 1.033 1.088 0.775
N 0.296 0.806 1.770
C 0.431 -0.460 2.441
C 1.845 -1.052 2.317
H 1.887 -2.088 2.655
H 2.519 -0.460 2.943
H 0.202 -0.270 3.496
C -0.714 -1.362 1.933
O -1.803 -1.333 2.459
N -0.399 -2.116 0.846
C -1.218 -2.992 0.120
C -2.584 -3.123 0.345
C -3.321 -4.006 -0.423
C -2.717 -4.760 -1.415
C -1.356 -4.628 -1.640
C -0.609 -3.750 -0.879
H 0.454 -3.650 -1.053
H -0.873 -5.212 -2.410
H -3.300 -5.448 -2.008
H -4.381 -4.105 -0.242
H -3.055 -2.540 1.118
H 0.562 -2.128 0.536
N 0.844 2.230 0.067
C 1.890 2.930 -0.646
H 2.748 2.281 -0.820
C 1.337 3.461 -1.969
C 0.147 4.377 -1.695
C -0.900 3.627 -0.877
H -1.730 4.288 -0.623
C -0.279 3.081 0.407
H -0.990 2.481 0.971
H 0.058 3.911 1.042
H -1.295 2.795 -1.463
H -0.284 4.722 -2.636
H 0.486 5.254 -1.138
H 2.122 4.000 -2.501
H 1.016 2.622 -2.589
H 2.235 3.779 -0.036
H 2.326 0.311 -0.683
```

- Energy: -991.25646 Eh
- LUMO level: 0.57 eV
- SMILES: O=C1C[C@H](C(=O)Nc2ccccc2)N=C(N2CCCCC2)N1

Partial charges, Löwdin, in e: 0.08, -0.50, 0.19, -0.34, 0.14, -0.24, -0.03, 0.13, 0.14, 0.15, -0.41, 0.08, 0.15, -0.21, -0.01, -0.08, -0.10, -0.09, -0.03, 0.11, 0.10, 0.10, 0.10, 0.10, 0.11, -0.07, -0.16, 0.11, -0.18, -0.21, -0.18, 0.11, -0.15, 0.12, 0.13, 0.12, 0.11, 0.11, 0.11, 0.12, 0.13, 0.15



6.
C16H20N4O3 | wB97M-V/def2-TZVPD

```
43
C16H20N4O3 | the Open Molecules 2025 dataset | wB97M-V/def2-TZVPD
O 0.717 0.545 -4.432
O -1.499 -1.584 2.498
O 2.330 -2.285 -0.722
C 1.839 0.267 -4.011
C -0.513 -2.282 2.476
C 1.366 -1.476 -0.717
C 0.367 1.330 1.459
C 0.311 1.412 0.092
C -3.193 2.203 -1.245
C -3.924 2.222 -0.050
C -1.833 1.973 -1.371
C -3.158 1.860 1.093
C -1.095 1.673 -0.227
C -1.784 1.745 0.944
N -0.818 1.601 1.898
N 0.101 -2.578 3.642
N 0.395 -1.622 0.258
N 2.111 -0.125 -2.716
C 3.059 0.431 -4.892
C -0.293 -2.052 4.997
C 0.090 -2.744 1.160
C 1.335 1.131 -0.876
C 1.189 -0.220 -1.637
H 1.292 1.099 2.037
H -3.742 2.335 -2.183
H -4.964 2.410 -0.093
H -1.373 2.191 -2.327
H -3.717 1.670 1.981
H -1.077 1.773 2.855
H 0.849 -3.253 3.610
H -0.373 -0.895 0.165
H 3.033 -0.477 -2.402
H 3.193 1.488 -5.072
H 2.844 -0.152 -5.783
H 4.017 0.117 -4.505
H -0.746 -1.020 4.877
H 0.561 -2.133 5.676
H -1.072 -2.651 5.427
H -0.625 -3.278 0.570
H 1.043 -3.271 1.307
H 1.313 1.932 -1.574
H 2.265 0.990 -0.261
H 0.181 -0.302 -1.926
```

- Energy: -1066.44485 Eh
- LUMO level: 0.53 eV
- SMILES: CNC(=O)CNC(=O)[C@@H](Cc1c[nH]c2ccccc12)NC(C)=O

Partial charges, Löwdin, in e: 0.04, 0.05, 0.01, -0.50, -0.50, -0.36, -0.08, -0.22, -0.11, -0.06, -0.02, 0.01, -0.14, -0.23, 0.07, 0.02, 0.07, 0.08, 0.00, -0.04, -0.06, -0.09, -0.22, 0.16, 0.10, 0.09, 0.11, 0.10, 0.16, 0.12, 0.15, 0.16, 0.08, 0.09, 0.07, 0.10, 0.08, 0.06, 0.13, 0.13, 0.12, 0.15, 0.13



7.
C16H20N4O3Pd | wB97M-V/def2-TZVPD

```
44
C16H20N4O3Pd | the Open Molecules 2025 dataset | wB97M-V/def2-TZVPD
N 2.568 4.338 -0.730
C 1.654 4.851 -0.221
C 0.547 5.590 0.371
H -0.388 5.023 0.285
H 0.411 6.557 -0.137
H 0.735 5.779 1.436
N 4.019 -2.590 0.102
C 4.903 -3.182 -0.370
C 6.042 -3.941 -0.868
H 6.554 -3.401 -1.676
H 5.714 -4.912 -1.262
H 6.750 -4.107 -0.040
N -2.913 -4.083 -0.730
C -3.777 -3.479 -0.229
C -4.902 -2.772 0.363
H -5.205 -3.250 1.305
H -5.757 -2.763 -0.329
H -4.632 -1.731 0.580
Pd -0.138 0.109 -0.553
C -0.500 -1.584 0.413
O -0.744 -2.548 0.993
C 1.240 1.103 0.426
O 2.021 1.715 1.005
C 0.857 1.091 -2.461
C -0.546 1.191 -2.412
C -1.315 0.006 -2.415
C -0.649 -1.233 -2.453
C 0.749 -1.312 -2.486
C 1.498 -0.154 -2.490
H 1.439 2.009 -2.410
H -1.059 2.147 -2.245
H -2.400 0.081 -2.252
H -1.248 -2.142 -2.382
H 1.284 -2.261 -2.494
H 2.580 -0.255 -2.503
C -2.612 1.719 3.312
C -1.484 0.972 2.685
N -0.586 0.384 3.516
O -1.430 0.929 1.442
H -2.605 1.720 4.401
H -3.553 1.314 2.937
H -2.609 2.741 2.930
H 0.192 -0.135 3.126
H -0.706 0.467 4.520
```

- Energy: -1192.34569 Eh
- LUMO level (alpha / beta): -12.16 / -18.69 eV
- Multiplicity: 5
- Total charge: +4
- Expectation value of S²: 6.030

Partial charges, Löwdin, in e: 0.28, -0.12, 0.01, 0.11, 0.13, 0.13, 0.37, 0.02, 0.08, 0.15, 0.14, 0.18, 0.30, -0.09, 0.02, 0.14, 0.13, 0.11, 0.93, -0.06, 0.20, -0.07, 0.20, -0.08, -0.10, -0.09, -0.08, -0.04, -0.04, 0.14, 0.15, 0.16, 0.14, 0.15, 0.15, 0.04, -0.52, 0.22, -0.06, 0.11, 0.11, 0.11, 0.11, 0.14



8.
C16H20NO5S5Sb2SeSn | wB97M-V/def2-TZVPD

```
51
C16H20NO5S5Sb2SeSn | the Open Molecules 2025 dataset | wB97M-V/def2-TZVPD
Sn 0.181 -0.026 0.270
S -4.509 -1.667 5.560
C -3.478 -1.175 4.377
S -3.949 -0.898 2.740
C -2.389 -0.431 2.107
C -1.378 -0.410 2.993
S 0.327 -0.085 2.718
S -1.803 -0.855 4.634
S -2.314 -0.090 0.394
C 0.970 1.018 -4.054
Sb -0.506 -0.057 -2.953
C -2.175 0.537 -4.172
C -0.170 -1.997 -3.881
C -1.250 -2.962 -3.499
C -2.475 -2.899 -4.168
C -3.544 -3.708 -3.821
C -3.402 -4.617 -2.784
C -2.186 -4.715 -2.130
C -1.098 -3.909 -2.468
C 0.201 -4.102 -1.750
Sb 0.557 -2.845 -0.039
C -1.231 -3.516 1.013
C 1.893 -3.928 1.190
H 0.869 0.818 -5.121
H 1.952 0.716 -3.696
H 0.845 2.084 -3.867
H -1.980 0.315 -5.222
H -2.319 1.611 -4.058
H -3.083 0.028 -3.851
H 0.823 -2.315 -3.564
H -0.156 -1.839 -4.961
H -2.585 -2.189 -4.981
H -4.481 -3.627 -4.357
H -4.227 -5.255 -2.493
H -2.065 -5.441 -1.334
H 1.067 -4.000 -2.398
H 0.227 -5.101 -1.305
H -1.230 -4.608 1.059
H -2.143 -3.171 0.526
H -1.214 -3.128 2.033
H 1.465 -4.914 1.368
H 2.004 -3.390 2.128
H 2.856 -3.994 0.693
O 2.734 -0.973 0.968
Se 3.038 -0.882 -0.630
O 2.405 -2.267 -1.301
O 1.928 0.275 -1.090
O 4.551 -0.639 -1.053
O 0.449 4.276 0.429
C 0.338 3.128 0.176
N 0.187 1.987 -0.118
```

- Energy: -6139.85926 Eh
- LUMO level: 1.79 eV
- Total charge: -1

Partial charges, Löwdin, in e: 0.52, 0.49, -1.52, 0.89, -1.14, -1.13, 0.58, 0.89, 0.50, -0.30, 1.38, -0.33, -0.30, -0.28, -0.07, -0.09, -0.09, -0.06, -0.26, -0.26, 1.38, -0.29, -0.25, 0.00, 0.00, 0.01, 0.00, 0.00, -0.01, 0.04, 0.07, 0.10, 0.10, 0.10, 0.11, 0.06, 0.07, 0.01, -0.01, 0.00, 0.01, 0.02, 0.02, -0.57, 0.72, -0.61, -0.62, -0.42, 0.08, -0.47, -0.04



One value per record, in order, for M: 304.35; 352.41; 288.42; 772.27; 300.36; 316.36; 422.78; 907.86 g mol⁻¹.
One value per record, in order, for ΔE to the lowest compared entry with this formula, charge and spin: 319.04; 61.68; 58.12; 13.50; 6.91; 35.15; 87.13; 2.41 kcal/mol.